# 1
DFT (wB97M-V/def2-TZVPD) results for C16H19NO2 in the gas phase.

HOMO   -8.812 eV
M   257.33 g/mol
Relative energy (zero: lowest compared OMol25 entry of this formula, charge and spin)   55.0 kcal per mole
Net charge   0

Cartesian coordinates (Å):
C1 -3.522 -4.030 1.051
C2 -2.433 -3.007 1.219
C3 -2.969 -1.614 0.941
C4 -3.246 -1.293 -0.522
C5 -2.069 -1.326 -1.492
C6 -0.968 -0.413 -0.986
C7 -1.071 0.950 -1.089
O1 -0.014 1.779 -0.718
C8 1.242 1.140 -0.791
C9 2.335 2.034 -0.315
C10 3.368 2.352 -1.211
C11 4.455 3.098 -0.747
C12 4.494 3.540 0.554
C13 5.572 4.341 1.041
N1 6.447 5.002 1.413
C14 3.487 3.235 1.438
C15 2.365 2.506 1.021
O2 1.213 -0.037 0.037
C16 0.296 -1.026 -0.442
H1 -3.814 -4.058 0.032
H2 -4.422 -3.758 1.659
H3 -3.221 -5.027 1.353
H4 -2.053 -3.061 2.265
H5 -1.588 -3.272 0.557
H6 -2.214 -0.893 1.380
H7 -3.867 -1.524 1.515
H8 -3.616 -0.257 -0.562
H9 -4.029 -1.946 -0.891
H10 -2.383 -1.032 -2.465
H11 -1.734 -2.368 -1.585
H12 -2.023 1.399 -1.422
H13 1.387 0.873 -1.876
H14 3.318 2.038 -2.259
H15 5.261 3.289 -1.436
H16 3.617 3.524 2.510
H17 1.539 2.210 1.670
H18 0.062 -1.733 0.380
H19 0.801 -1.633 -1.226

Here are the Löwdin charges for atoms 1 to 5, given in e: atom 1 (C): -0.12, atom 2 (C): -0.29, atom 3 (C): -0.22, atom 4 (C): -0.20, atom 5 (C): -0.16



# 2
DFT (wB97M-V/def2-TZVPD) results for C16H19NO5S in the gas phase.

HOMO   -8.254 eV
M   337.40 g/mol
Relative energy (zero: lowest compared OMol25 entry of this formula, charge and spin)   1.0 kcal per mole
Net charge   0

Cartesian coordinates (Å):
C1 3.486 -5.537 0.132
O1 3.174 -4.276 0.680
C2 2.130 -3.582 0.175
C3 1.873 -2.346 0.782
C4 0.833 -1.556 0.345
C5 0.040 -1.997 -0.702
S1 -1.290 -0.959 -1.293
O2 -1.968 -0.381 -0.152
O3 -2.103 -1.698 -2.219
C6 -0.440 0.374 -2.213
C7 -1.443 1.429 -2.665
C8 -1.416 2.650 -1.740
O4 -0.994 3.727 -2.105
N1 -1.897 2.401 -0.510
C9 -1.764 3.345 0.579
C10 -0.777 2.851 1.590
C11 -0.587 1.610 2.121
C12 0.518 1.725 3.003
C13 0.920 3.026 2.951
C14 2.007 3.757 3.653
O5 0.138 3.713 2.088
C15 0.279 -3.211 -1.312
C16 1.322 -4.010 -0.878
H1 3.759 -5.459 -0.925
H2 4.343 -5.898 0.699
H3 2.655 -6.240 0.245
H4 2.508 -2.036 1.597
H5 0.619 -0.610 0.817
H6 0.323 0.780 -1.553
H7 0.028 -0.133 -3.052
H8 -1.206 1.776 -3.671
H9 -2.442 0.987 -2.675
H10 -2.139 1.446 -0.259
H11 -1.417 4.294 0.162
H12 -2.746 3.495 1.045
H13 -1.163 0.732 1.910
H14 0.948 0.946 3.599
H15 2.685 4.214 2.933
H16 1.592 4.552 4.272
H17 2.564 3.070 4.283
H18 -0.367 -3.522 -2.118
H19 1.494 -4.959 -1.361

Here are the Löwdin charges for atoms 1 to 5, given in e: atom 1 (C): -0.08, atom 2 (O): -0.07, atom 3 (C): -0.26, atom 4 (C): 0.02, atom 5 (C): -0.05



# 3
DFT (wB97M-V/def2-TZVPD) results for a molecular structure, C16H20AgCl3F3N2O2.

HOMO   -3.145 eV
M   543.57 g/mol
Net charge   -1

Cartesian coordinates (Å):
Ag1 -7.168 22.905 8.493
C1 -6.253 24.952 11.385
O1 -6.458 26.336 11.058
O2 -6.233 24.112 10.313
C2 -5.063 24.789 12.496
F1 -5.430 25.393 13.607
F2 -4.789 23.515 12.803
F3 -3.870 25.280 12.207
C3 -5.336 26.984 10.401
C4 -5.590 28.410 9.961
H1 -4.691 28.924 9.619
H2 -6.416 28.442 9.252
H3 -6.000 28.965 10.805
H4 -4.945 26.546 9.483
H5 -4.497 27.240 11.049
H6 -7.126 24.563 11.910
C5 -1.364 18.505 14.393
N1 -2.817 18.766 14.129
C6 -3.176 18.892 12.844
C7 -4.420 19.402 12.506
C8 -5.316 19.737 13.558
C9 -4.987 19.324 14.868
C10 -3.707 18.909 15.147
C11 -6.700 20.285 13.158
C12 -7.871 19.797 13.749
C13 -9.132 20.243 13.244
N2 -9.217 21.168 12.250
C14 -8.086 21.565 11.639
C15 -6.845 21.240 12.169
C16 -10.577 21.566 11.751
H7 -0.710 19.011 13.682
H8 -1.088 17.485 14.127
H9 -1.100 18.549 15.450
H10 -2.378 18.535 12.210
H11 -4.707 19.781 11.537
H12 -5.650 19.260 15.719
H13 -3.368 18.754 16.161
H14 -7.821 19.171 14.627
H15 -10.036 19.864 13.696
H16 -8.276 22.223 10.804
H17 -5.979 21.633 11.657
H18 -11.273 21.238 12.524
H19 -10.740 20.963 10.858
H20 -10.720 22.604 11.451
Cl1 -6.806 20.002 8.500
Cl2 -6.325 24.026 6.205
Cl3 -9.893 22.876 8.527

Here are the Löwdin charges for atoms 1 to 5, given in e: atom 1 (Ag): 0.28, atom 2 (C): -0.46, atom 3 (O): -0.06, atom 4 (O): -0.28, atom 5 (C): -0.60



# 4
DFT (wB97M-V/def2-TZVPD) results for a molecular structure, C16H20AuNOS.

HOMO (spin up / spin down)   1.689 / -0.427 eV
M   471.38 g/mol
2S+1   3
Relative energy (zero: lowest compared OMol25 entry of this formula, charge and spin)   66.0 kcal per mole
Net charge   -2

Cartesian coordinates (Å):
Au1 0.538 0.503 1.226
C1 -0.446 2.431 2.210
C2 -1.057 2.211 0.911
C3 -1.740 0.938 0.962
H1 -1.085 2.958 0.135
C4 -1.575 0.381 2.285
C5 -0.775 1.309 3.064
H2 -0.550 1.243 4.111
H3 0.101 3.310 2.516
H4 -2.374 0.520 0.192
H5 -2.068 -0.513 2.679
C6 2.807 0.576 0.342
C7 2.841 0.217 1.718
C8 2.155 -1.027 1.871
H6 3.381 0.750 2.514
C9 1.662 -1.410 0.573
C10 2.057 -0.409 -0.359
H7 1.954 -0.451 -1.449
H8 3.385 1.394 -0.114
H9 2.128 -1.629 2.788
H10 1.183 -2.373 0.346
O1 -0.214 2.316 -1.932
C11 -1.557 -2.496 -2.143
C12 -1.956 -1.291 -2.776
C13 -2.106 -2.664 -0.799
C14 -0.274 -3.001 -2.657
C15 -0.813 1.281 -2.282
H11 -2.875 -0.753 -2.422
H12 -1.556 -1.051 -3.797
H13 -0.718 0.822 -3.387
H14 -2.012 1.114 -2.184
H15 -2.591 -3.607 -0.560
H16 -2.760 -1.726 -0.677
H17 -1.152 -2.460 -0.222
H18 -0.265 -3.899 -3.283
H19 0.311 -3.058 -1.693
H20 0.106 -2.086 -3.214
S1 3.274 4.225 3.118
C16 2.575 3.835 1.715
N1 2.060 3.570 0.677

Here are the Löwdin charges for atoms 1 to 5, given in e: atom 1 (Au): 1.04, atom 2 (C): -0.17, atom 3 (C): -0.17, atom 4 (C): -0.21, atom 5 (H): 0.08



# 5
DFT (wB97M-V/def2-TZVPD) results for a molecular structure, C16H20B2MgO20.

HOMO   -9.845 eV
M   578.25 g/mol
Relative energy (zero: lowest compared OMol25 entry of this formula, charge and spin)   8.5 kcal per mole
Net charge   0

Cartesian coordinates (Å):
Mg1 0.211 0.011 -0.205
O1 3.443 -2.512 0.019
C1 2.724 -3.204 -0.640
O2 2.884 -4.460 -0.970
B1 1.708 -4.953 -1.753
O3 0.817 -3.742 -1.830
C2 1.390 -2.747 -1.263
O4 0.964 -1.605 -1.247
O5 1.048 -6.067 -1.109
C3 1.191 -7.158 -1.868
O6 0.832 -8.259 -1.620
C4 1.926 -6.718 -3.168
O7 2.117 -5.396 -3.075
O8 2.256 -7.419 -4.064
O9 -4.340 4.988 4.437
C5 -3.680 4.918 3.455
O10 -2.428 4.464 3.359
B2 -2.056 4.414 1.950
O11 -3.136 5.003 1.193
C6 -4.128 5.341 2.039
O12 -5.138 5.885 1.740
O13 -1.843 2.969 1.551
C7 -0.625 2.808 1.134
O14 -0.145 1.754 0.776
C8 0.135 4.150 1.285
O15 -0.742 5.041 1.665
O16 1.305 4.276 1.081
C9 0.118 0.872 -3.180
O17 0.642 0.934 -1.870
C10 1.980 1.491 -1.861
C11 2.611 1.466 -0.491
O18 2.151 0.366 0.290
C12 2.964 0.209 1.442
H1 -0.812 0.312 -3.152
H2 0.798 0.325 -3.843
H3 -0.031 1.866 -3.606
H4 1.922 2.509 -2.256
H5 2.558 0.905 -2.581
H6 2.487 2.392 0.074
H7 3.683 1.378 -0.717
H8 2.525 -0.546 2.089
H9 3.058 1.151 1.988
H10 3.940 -0.184 1.158
C13 -0.113 -0.464 2.794
O19 -0.266 -0.841 1.434
C14 -1.429 -1.649 1.214
C15 -2.459 -0.740 0.553
O20 -1.801 0.005 -0.475
C16 -2.764 0.736 -1.228
H11 -1.052 -0.076 3.199
H12 0.604 0.348 2.852
H13 0.224 -1.302 3.404
H14 -1.831 -2.075 2.134
H15 -1.218 -2.534 0.605
H16 -2.924 -0.106 1.314
H17 -3.253 -1.355 0.116
H18 -3.418 0.063 -1.782
H19 -2.247 1.383 -1.932
H20 -3.339 1.379 -0.559

Here are the Löwdin charges for atoms 1 to 5, given in e: atom 1 (Mg): 0.61, atom 2 (O): 0.17, atom 3 (C): -0.38, atom 4 (O): 0.26, atom 5 (B): -0.86



# 6
DFT (wB97M-V/def2-TZVPD) results for a molecular structure, C16H20BrN3O2RuS.

HOMO (spin up / spin down)   -11.101 / -11.509 eV
M   499.40 g/mol
2S+1   6
Relative energy (zero: lowest compared OMol25 entry of this formula, charge and spin)   1.2 kcal per mole
Net charge   +1

Cartesian coordinates (Å):
Ru1 0.135 -0.167 0.132
N1 -0.380 0.346 2.436
C1 -0.455 1.735 2.959
C2 -1.332 2.604 2.050
C3 -0.571 3.688 1.285
C4 0.572 3.183 0.420
N2 0.138 2.114 -0.505
H1 -1.307 -0.068 2.508
H2 0.210 -0.224 3.036
H3 0.563 2.122 3.010
H4 -0.843 1.726 3.978
H5 -2.116 3.082 2.638
H6 -1.853 1.951 1.342
H7 -0.160 4.416 1.988
H8 -1.280 4.236 0.658
H9 1.381 2.783 1.035
H10 0.989 4.020 -0.143
H11 0.772 2.044 -1.302
H12 -0.764 2.348 -0.913
O1 0.410 1.171 -3.265
C5 0.177 0.107 -2.736
O2 0.879 -0.354 -1.711
C6 -0.927 -0.802 -3.181
C7 -1.063 -1.021 -4.545
C8 -2.043 -1.872 -5.031
C9 -2.918 -2.490 -4.150
C10 -2.821 -2.248 -2.789
C11 -1.824 -1.412 -2.292
S1 -1.891 -1.091 -0.544
H13 -0.384 -0.515 -5.220
H14 -2.128 -2.044 -6.095
H15 -3.689 -3.151 -4.522
H16 -3.525 -2.698 -2.102
Br1 4.849 -1.976 3.385
C12 3.512 -2.425 2.147
C13 3.470 -3.678 1.554
C14 2.459 -3.945 0.646
C15 1.529 -2.963 0.362
N3 1.573 -1.758 0.943
C16 2.549 -1.491 1.815
H17 4.214 -4.424 1.798
H18 2.392 -4.907 0.159
H19 0.728 -3.126 -0.348
H20 2.567 -0.502 2.257

Here are the Löwdin charges for atoms 1 to 5, given in e: atom 1 (Ru): 1.21, atom 2 (N): -0.07, atom 3 (C): -0.23, atom 4 (C): -0.19, atom 5 (C): -0.20



# 7
DFT (wB97M-V/def2-TZVPD) results for a molecular structure, C16H20Cl3F6NO9PS2Ti.

HOMO   -12.087 eV
M   733.66 g/mol
Relative energy (zero: lowest compared OMol25 entry of this formula, charge and spin)   0.0 kcal per mole
Net charge   +1

Cartesian coordinates (Å):
Ti1 0.366 1.256 0.002
F1 4.176 3.738 1.862
C1 3.887 2.477 1.626
F2 4.953 1.712 1.755
F3 2.914 2.062 2.413
S1 3.363 2.344 -0.175
O1 2.232 1.321 -0.130
O2 4.495 1.929 -0.910
N1 2.770 3.723 -0.621
S2 1.299 4.052 -0.152
O3 1.125 4.241 1.251
O4 0.337 3.069 -0.772
C2 0.938 5.630 -1.039
F4 1.896 6.482 -0.765
F5 0.864 5.396 -2.334
F6 -0.220 6.045 -0.570
Cl1 -5.022 1.408 4.675
C3 -3.538 1.464 3.797
C4 -3.575 1.564 2.415
C5 -2.369 1.602 1.758
Cl2 -2.250 1.715 0.022
C6 -1.151 1.548 2.411
O5 -0.027 1.588 1.653
C7 -1.138 1.451 3.790
Cl3 0.365 1.375 4.626
C8 -2.335 1.409 4.484
H1 -4.514 1.615 1.881
H2 -2.324 1.334 5.563
C9 1.773 -3.450 -3.210
C10 1.825 -2.404 -2.120
C11 2.577 -1.166 -2.563
C12 2.346 -2.967 -0.813
O6 0.376 -2.045 -1.912
P1 -0.277 -0.898 -1.137
O7 -0.116 0.522 -1.722
O8 0.307 -0.621 0.278
O9 -1.783 -1.225 -1.085
C13 -2.483 -2.417 -0.513
C14 -1.827 -2.800 0.799
C15 -2.420 -3.530 -1.539
C16 -3.900 -1.922 -0.307
H3 2.785 -3.794 -3.429
H4 1.339 -3.034 -4.121
H5 1.174 -4.306 -2.894
H6 3.606 -1.444 -2.788
H7 2.603 -0.409 -1.778
H8 2.130 -0.734 -3.459
H9 3.383 -3.275 -0.950
H10 1.765 -3.840 -0.510
H11 2.311 -2.224 -0.015
H12 -0.808 -3.171 0.654
H13 -2.413 -3.595 1.258
H14 -1.792 -1.953 1.486
H15 -1.394 -3.861 -1.707
H16 -2.843 -3.200 -2.489
H17 -3.001 -4.378 -1.175
H18 -3.912 -1.078 0.386
H19 -4.508 -2.725 0.111
H20 -4.339 -1.606 -1.255

Here are the Löwdin charges for atoms 1 to 5, given in e: atom 1 (Ti): 0.98, atom 2 (F): 0.19, atom 3 (C): -0.67, atom 4 (F): 0.19, atom 5 (F): 0.16



# 8
DFT (wB97M-V/def2-TZVPD) results for C16H20ClFN4O2S in the gas phase.

HOMO   -8.573 eV
M   386.88 g/mol
Relative energy (zero: lowest compared OMol25 entry of this formula, charge and spin)   1.4 kcal per mole
Net charge   0

Cartesian coordinates (Å):
C1 -0.492 0.309 -3.512
C2 -1.455 1.302 -2.973
N1 -1.988 2.259 -3.714
N2 -2.800 2.959 -2.925
C3 -3.537 4.072 -3.451
C4 -2.810 2.479 -1.673
C5 -1.948 1.400 -1.654
S1 -1.609 0.428 -0.224
O1 -2.804 0.329 0.559
O2 -0.964 -0.796 -0.624
N3 -0.572 1.476 0.591
C6 -0.551 1.301 2.028
C7 0.284 0.085 2.424
N4 1.635 0.245 1.911
C8 2.571 -0.749 2.418
C9 2.236 -2.173 2.037
C10 2.612 -2.663 0.789
C11 2.249 -3.925 0.357
C12 1.496 -4.719 1.202
F1 1.134 -5.952 0.804
C13 1.121 -4.288 2.460
C14 1.495 -3.016 2.863
Cl1 1.038 -2.526 4.457
C15 1.618 0.340 0.461
C16 0.762 1.536 0.038
H1 -0.395 -0.515 -2.810
H2 -0.840 -0.060 -4.474
H3 0.483 0.770 -3.664
H4 -3.258 4.994 -2.938
H5 -3.293 4.157 -4.507
H6 -4.609 3.911 -3.336
H7 -3.405 2.894 -0.888
H8 -1.584 1.176 2.350
H9 -0.129 2.209 2.470
H10 0.330 0.014 3.512
H11 -0.208 -0.817 2.023
H12 2.592 -0.648 3.506
H13 3.559 -0.491 2.027
H14 3.214 -2.041 0.145
H15 2.539 -4.293 -0.614
H16 0.548 -4.932 3.107
H17 2.642 0.492 0.110
H18 1.202 -0.564 -0.008
H19 0.670 1.566 -1.049
H20 1.222 2.466 0.387

Here are the Löwdin charges for atoms 1 to 5, given in e: atom 1 (C): -0.02, atom 2 (C): -0.32, atom 3 (N): 0.13, atom 4 (N): -0.20, atom 5 (C): -0.01



Taking the records one at a time from the top gives max |F| values of 2.49 0.92 3.31 6.24 1.95 0.48 1.91 1.04 eV/A.